Molecular formula: C25H41N5O6
Method: DFT, ωB97M-V/def2-TZVPD

```
! RIJCOSX wB97M-V def2-TZVPD def2/J DEFGRID3
* xyz 0 1
H 0.263 1.974 -0.964
C 1.298 2.905 1.349
C -4.532 -1.603 1.660
C 0.896 -1.754 0.256
C -3.483 1.638 -1.518
H 6.444 -3.250 0.121
H -5.517 2.364 -1.511
O 2.334 1.049 0.180
N -2.229 -2.257 0.932
H -2.192 0.521 3.683
O -3.706 1.079 -0.207
O 3.760 1.130 1.934
H -2.189 -2.731 -2.977
H -5.342 -2.078 2.213
C -3.198 -2.286 2.013
H -3.508 3.680 -0.824
C -2.550 -1.569 3.201
H 5.843 -0.204 -1.873
N -1.309 -2.504 -2.537
H -3.076 -0.289 -2.373
H 1.039 3.958 1.277
H 4.417 -2.645 1.343
C 2.052 2.471 0.095
H 4.532 -2.207 -1.072
H -4.721 -1.741 0.596
H -1.192 -0.092 2.352
C -2.862 3.030 -1.411
H 3.103 4.315 -0.240
H 6.992 -2.291 -1.253
N 0.801 -2.032 -2.178
C -2.186 -0.130 2.801
C -2.613 0.695 -2.350
O -1.512 1.067 0.398
H 5.093 -1.051 1.700
C 0.147 -2.037 -0.976
H 0.107 -2.389 -4.133
H 4.283 0.233 -1.187
H 2.604 -1.298 2.017
H -5.333 0.734 -2.160
C 3.065 -1.003 1.064
O 0.408 -1.806 1.384
H -1.622 0.611 -1.913
C 5.133 -1.599 -0.386
C -2.428 -2.447 -0.371
C -0.092 -2.314 -3.083
H 0.855 3.614 -1.287
C -1.193 -2.331 -1.188
N -3.129 0.383 1.825
H -2.739 3.455 -2.403
H -1.259 -2.087 1.225
C 4.472 -1.610 0.997
C 3.343 3.265 -0.094
H 0.385 2.320 1.437
H -1.644 -2.093 3.507
H 2.456 -1.376 -0.940
H 3.884 2.904 -0.967
H -3.248 -1.575 4.039
C -4.887 1.724 -2.122
H -2.524 1.073 -3.365
C -2.682 0.846 0.633
H 3.981 3.167 0.779
C -4.477 -0.108 2.005
N 2.189 -1.481 0.029
H -4.746 0.058 3.052
H 1.911 2.752 2.234
H -3.396 -3.337 2.271
C 1.148 2.581 -1.131
H 7.153 -1.655 0.385
O -3.489 -2.689 -0.937
H 5.756 0.465 -0.242
H -1.892 2.972 -0.927
C 5.257 -0.188 -0.955
C 6.517 -2.240 -0.276
H -5.159 0.462 1.376
H 1.664 2.218 -2.016
H -4.835 2.131 -3.128
C 3.109 0.535 1.114
*
```

The orbital gap comes out at 9.5 eV. The value obtained for the relative energy (zero: lowest compared OMol25 entry of this formula, charge and spin) is 7.5 kJ/mol. Its SMILES is CC(C)C[C@H](NC(=O)c1nc[nH]c1C(=O)NC1CCN(C(=O)OC(C)(C)C)CC1)C(=O)OC(C)(C)C. The HOMO energy is -8.8 eV.